# 1
Molecular formula: C8H9NO3
Method: DFT, ωB97M-V with the def2-TZVPD basis set

Last column: natural (NBO) charge in e.
Geometry (Å):
1 C -3.024 0.834 -0.372  -0.282
2 C -2.404 0.464 0.849  -0.293
3 C -2.089 0.905 -1.341  0.071
4 C -1.056 0.398 0.512  0.222
5 C 2.090 0.569 0.411  0.498
6 C -0.026 0.001 1.405  -0.050
7 C 1.775 -0.439 -0.576  0.328
8 C 0.828 -1.524 -0.634  -0.700
9 N 1.263 0.419 1.493  -0.560
10 O 3.157 1.194 0.510  -0.655
11 O -0.830 0.712 -0.773  -0.423
12 O 2.709 -0.532 -1.591  -0.697
13 H -4.023 0.874 -0.455  0.217
14 H -2.863 0.148 1.753  0.227
15 H -2.171 1.317 -2.301  0.206
16 H -0.506 -0.444 2.288  0.204
17 H 0.512 -1.945 0.262  0.239
18 H 1.527 -2.233 -1.083  0.245
19 H -0.022 -1.202 -1.313  0.252
20 H 1.590 0.536 2.566  0.426
21 H 3.562 -0.051 -1.611  0.524

Output
Gap between HOMO and LUMO (alpha / beta) in eV: 6.637 / 7.291
Relative energy (zero: lowest compared OMol25 entry of this formula, charge and spin) in eV: 4.568
HOMO level (alpha / beta) in Eh: -0.24761 / -0.27274
LUMO level (alpha / beta) in eV: -0.101 / -0.131



# 2
Molecular formula: C37H43N7ReS4Sb
Method: DFT, ωB97M-V with the def2-TZVPD basis set

Last column: Mulliken charge in e.
Geometry (Å):
1 Re -0.118 1.370 0.771  -0.190
2 C 1.483 -2.787 3.231  -1.617
3 C 0.723 -1.662 2.537  0.892
4 C 2.319 -0.010 3.558  -0.918
5 C -0.779 -1.879 2.520  0.229
6 C -1.442 -2.626 3.480  -0.312
7 C -2.822 -2.741 3.448  -1.495
8 C -3.558 -2.084 2.477  -0.533
9 C -2.935 -1.329 1.493  -0.088
10 C -3.699 -0.518 0.471  1.327
11 C -3.856 0.895 1.050  -1.002
12 C -5.041 -1.130 0.074  -1.860
13 C -1.539 -1.251 1.526  -0.899
14 N -0.848 -0.530 0.520  0.819
15 C -0.670 -1.124 -0.646  0.579
16 C 0.101 -0.333 -1.575  0.548
17 N 0.508 0.820 -1.090  0.832
18 C 1.291 1.673 -1.893  -0.806
19 C 2.687 1.523 -1.878  0.238
20 C 3.438 2.385 -2.664  -0.587
21 C 2.819 3.345 -3.444  -1.464
22 C 1.437 3.440 -3.488  -0.662
23 C 0.644 2.599 -2.727  0.568
24 C -0.869 2.646 -2.754  1.391
25 C -1.369 3.539 -1.614  -0.156
26 C -1.434 3.100 -4.099  -1.941
27 C 3.332 0.457 -1.028  1.642
28 C 4.377 -0.349 -1.799  -1.831
29 C 3.931 1.115 0.216  -1.248
30 C 0.177 -1.040 -2.830  0.465
31 C 0.717 -0.792 -4.071  0.300
32 C 0.531 -1.754 -5.078  -1.327
33 C -0.165 -2.926 -4.870  -0.709
34 C -0.732 -3.215 -3.603  0.423
35 C -1.478 -4.356 -3.216  -0.732
36 C -1.972 -4.468 -1.934  -1.329
37 C -1.782 -3.478 -0.955  0.106
38 C -1.062 -2.352 -1.293  0.529
39 C -0.540 -2.248 -2.613  -0.891
40 H 2.540 -2.746 2.987  0.440
41 H 1.095 -3.742 2.884  0.448
42 H 1.377 -2.719 4.308  0.371
43 H 1.077 -1.589 1.495  -0.536
44 H 2.455 -0.072 4.636  0.204
45 H 2.534 1.006 3.229  0.042
46 H 3.027 -0.668 3.066  0.414
47 H -0.881 -3.134 4.245  0.537
48 H -3.327 -3.343 4.188  0.501
49 H -4.631 -2.170 2.476  0.405
50 H -3.099 -0.436 -0.441  -0.096
51 H -4.356 0.861 2.015  0.264
52 H -4.439 1.522 0.384  0.495
53 H -2.867 1.360 1.190  -0.050
54 H -5.769 -1.081 0.879  0.383
55 H -4.906 -2.168 -0.225  0.425
56 H -5.444 -0.588 -0.777  0.463
57 H 4.513 2.301 -2.674  0.497
58 H 3.414 4.017 -4.040  0.452
59 H 0.976 4.172 -4.127  0.426
60 H -1.245 1.631 -2.577  -0.259
61 H -0.893 4.516 -1.659  0.180
62 H -1.125 3.079 -0.637  -0.594
63 H -2.447 3.668 -1.664  0.536
64 H -1.259 4.155 -4.281  0.411
65 H -2.508 2.934 -4.112  0.483
66 H -0.994 2.523 -4.908  0.417
67 H 2.553 -0.241 -0.693  -0.558
68 H 5.258 0.240 -2.032  0.379
69 H 3.958 -0.727 -2.728  0.409
70 H 4.693 -1.198 -1.199  0.470
71 H 4.659 1.872 -0.060  0.371
72 H 4.424 0.380 0.844  0.471
73 H 3.140 1.593 0.791  0.000
74 H 1.262 0.117 -4.276  0.741
75 H 0.947 -1.556 -6.055  0.465
76 H -0.287 -3.628 -5.683  0.478
77 H -1.668 -5.143 -3.932  0.494
78 H -2.534 -5.349 -1.662  0.444
79 H -2.195 -3.611 0.032  0.692
80 S 4.776 2.915 2.987  -0.334
81 Sb 4.889 5.140 3.255  0.721
82 S 1.080 3.329 0.916  0.014
83 S 1.323 4.084 2.772  0.079
84 S 2.477 5.725 2.607  -0.275
85 N -0.595 -1.017 6.072  -0.492
86 N -0.044 -0.115 5.330  0.675
87 N -0.791 0.766 4.796  -0.696
88 C -0.507 1.310 3.643  -0.547
89 N 0.218 0.675 2.726  1.243
90 N 0.950 -0.372 3.207  0.126
91 H -1.606 -1.101 6.172  0.268
92 H 0.012 -1.542 6.685  0.250
93 H -1.015 2.241 3.418  0.563

Output
Gap between HOMO and LUMO (alpha / beta) in eV: 5.305 / 5.296
HOMO level (alpha / beta) in Eh: -0.47074 / -0.47072
LUMO level (alpha / beta) in eV: -7.505 / -7.513
Charge: +2



# 3
Molecular formula: C27H22Cl2GeN4O10S2Sc
Method: DFT, ωB97M-V with the def2-TZVPD basis set

Last column: natural (NBO) charge in e.
Geometry (Å):
1 Sc -0.045 1.691 -0.382  1.627
2 O 6.179 1.243 -4.316  -0.357
3 N 6.077 0.390 -3.465  0.537
4 O 6.822 -0.549 -3.308  -0.350
5 C 4.937 0.503 -2.539  -0.037
6 C 4.073 1.558 -2.674  -0.099
7 C 2.999 1.622 -1.800  -0.100
8 C 2.709 0.628 -0.819  0.489
9 O 1.634 0.633 -0.131  -0.747
10 C 3.695 -0.381 -0.705  -0.082
11 C 4.772 -0.458 -1.553  -0.095
12 N 3.581 -1.439 0.327  0.539
13 O 4.354 -2.364 0.249  -0.353
14 O 2.752 -1.294 1.198  -0.366
15 N 2.134 2.787 -1.940  0.568
16 O 2.161 3.448 -2.922  -0.221
17 O 1.388 3.094 -0.953  -0.491
18 H 4.235 2.315 -3.430  0.290
19 H 5.485 -1.265 -1.450  0.298
20 Ge -1.683 -2.252 -0.998  1.568
21 C -3.180 -1.633 -0.050  -0.476
22 C -4.235 -0.895 -0.594  -0.209
23 C -5.354 -0.631 0.178  -0.181
24 C -5.428 -1.099 1.484  -0.168
25 C -4.387 -1.834 2.031  -0.210
26 C -3.259 -2.102 1.267  -0.220
27 C -1.791 -3.194 -2.638  -0.454
28 C -2.735 -2.908 -3.627  -0.214
29 C -2.716 -3.603 -4.826  -0.197
30 C -1.761 -4.588 -5.042  -0.177
31 C -0.828 -4.890 -4.060  -0.207
32 C -0.842 -4.194 -2.859  -0.211
33 H -0.642 -2.856 -0.064  -0.144
34 H -4.181 -0.511 -1.603  0.235
35 H -6.167 -0.052 -0.238  0.232
36 H -6.304 -0.883 2.081  0.229
37 H -4.451 -2.195 3.048  0.228
38 H -2.450 -2.677 1.703  0.221
39 H -3.486 -2.144 -3.466  0.226
40 H -3.449 -3.381 -5.590  0.226
41 H -1.753 -5.135 -5.976  0.227
42 H -0.093 -5.666 -4.227  0.229
43 H -0.109 -4.438 -2.098  0.221
44 Cl 0.742 2.462 2.173  0.094
45 C 0.291 0.872 2.840  -0.367
46 Cl -0.810 0.000 1.744  0.078
47 H -0.238 1.039 3.770  0.251
48 H 1.196 0.283 2.951  0.258
49 C 1.664 -1.528 -7.823  -0.644
50 C 1.016 -1.148 -6.522  0.059
51 C 1.674 -1.347 -5.309  -0.221
52 C 1.081 -0.995 -4.111  -0.112
53 C -0.201 -0.455 -4.138  -0.425
54 C -0.886 -0.241 -5.329  -0.139
55 C -0.263 -0.594 -6.512  -0.209
56 S -0.902 0.142 -2.676  2.420
57 O -2.323 0.208 -2.785  -0.896
58 O -0.200 1.434 -2.387  -0.968
59 O -0.460 -0.732 -1.497  -0.994
60 H 2.700 -1.828 -7.679  0.227
61 H 1.642 -0.696 -8.526  0.238
62 H 1.132 -2.360 -8.285  0.237
63 H 2.664 -1.787 -5.308  0.226
64 H 1.593 -1.166 -3.172  0.221
65 H -1.878 0.186 -5.327  0.249
66 H -0.782 -0.440 -7.450  0.232
67 S -4.573 2.957 0.191  -0.019
68 C -3.022 2.685 0.083  0.243
69 N -1.850 2.478 -0.004  -0.866

Output
Gap between HOMO and LUMO in eV: 6.652
Relative energy (zero: lowest compared OMol25 entry of this formula, charge and spin) in eV: 0.109
HOMO level in Eh: -0.41364
LUMO level in eV: -4.603
Charge: +1



# 4
Molecular formula: C28H17F9O21S2
Method: DFT, ωB97M-V with the def2-TZVPD basis set

Last column: Mulliken charge in e.
Geometry (Å):
1 O 4.734 4.714 -1.230  -0.387
2 S 3.372 4.796 -1.655  0.579
3 O 2.713 6.169 -0.991  -0.380
4 O 2.558 3.417 -0.930  -0.135
5 S 1.165 3.107 -1.746  1.097
6 O 0.889 4.144 -2.689  -0.574
7 O 1.375 1.877 -2.427  -0.616
8 C -0.243 2.799 -0.567  0.411
9 F -0.644 1.539 -0.727  -0.172
10 F 0.164 2.891 0.712  -0.258
11 C -1.513 3.701 -0.844  0.559
12 F -2.003 3.509 -2.071  -0.287
13 F -2.455 3.218 0.007  -0.305
14 C -1.306 5.217 -0.462  0.685
15 F -0.027 5.516 -0.127  -0.265
16 F -2.038 5.474 0.646  -0.275
17 C -1.782 6.253 -1.538  0.605
18 F -3.113 6.322 -1.562  -0.245
19 F -1.256 6.087 -2.732  -0.174
20 F -1.367 7.466 -1.105  -0.267
21 H 2.599 5.997 -0.032  0.334
22 C 1.449 -3.093 -0.916  -0.879
23 C 2.112 -4.160 -1.374  0.273
24 C 2.731 -4.171 -2.737  0.964
25 O 3.341 -5.159 -3.101  -0.625
26 C 2.568 -2.987 -3.575  -0.883
27 C 1.901 -1.920 -3.118  0.231
28 C 1.306 -1.901 -1.744  0.925
29 O 0.722 -0.903 -1.367  -0.411
30 O 1.734 -0.821 -3.862  -0.568
31 O 2.258 -5.270 -0.639  -0.587
32 H 0.999 -3.071 0.067  0.537
33 H 3.005 -3.013 -4.563  0.445
34 H 1.225 -0.195 -3.306  0.286
35 H 2.773 -5.887 -1.194  0.355
36 C 6.623 1.342 -0.126  -0.869
37 C 6.163 2.360 0.610  0.051
38 C 6.331 2.389 2.098  1.038
39 O 5.911 3.345 2.723  -0.635
40 C 6.992 1.255 2.737  -0.981
41 C 7.449 0.236 2.000  0.328
42 C 7.306 0.220 0.510  0.964
43 O 7.754 -0.722 -0.116  -0.621
44 O 8.058 -0.819 2.556  -0.565
45 O 5.530 3.404 0.052  -0.325
46 H 6.510 1.310 -1.201  0.463
47 H 7.092 1.279 3.813  0.425
48 H 8.292 -1.409 1.814  0.357
49 H 5.304 3.995 0.795  0.376
50 C -4.740 -4.273 -0.923  -0.775
51 C -4.779 -3.091 -1.546  0.205
52 C -3.637 -2.128 -1.469  1.066
53 O -3.711 -1.071 -2.069  -0.678
54 C -2.475 -2.502 -0.666  -0.925
55 C -2.440 -3.684 -0.041  0.282
56 C -3.572 -4.658 -0.140  0.902
57 O -3.483 -5.728 0.434  -0.663
58 O -1.390 -4.054 0.705  -0.527
59 O -5.841 -2.712 -2.268  -0.581
60 H -5.559 -4.977 -0.971  0.420
61 H -1.662 -1.790 -0.604  0.572
62 H -1.607 -4.944 1.045  0.332
63 H -5.621 -1.826 -2.614  0.348
64 C -5.373 -0.186 3.597  -0.924
65 C -5.811 -0.610 2.406  0.357
66 C -5.817 -2.063 2.047  1.014
67 O -6.242 -2.402 0.957  -0.614
68 C -5.304 -3.016 3.026  -0.996
69 C -4.862 -2.591 4.215  0.411
70 C -4.881 -1.141 4.586  0.911
71 O -4.486 -0.806 5.686  -0.616
72 O -4.384 -3.439 5.133  -0.578
73 O -6.265 0.241 1.478  -0.572
74 H -5.365 0.861 3.869  0.435
75 H -5.297 -4.061 2.747  0.491
76 H -4.134 -2.886 5.898  0.356
77 H -6.521 -0.313 0.715  0.347

Output
Gap between HOMO and LUMO in eV: 7.895
HOMO level in Eh: -0.35291
LUMO level in eV: -1.708



# 5
Molecular formula: C33H41F6N3P2SSiTi
Method: DFT, ωB97M-V with the def2-TZVPD basis set

Last column: Mulliken charge in e.
Geometry (Å):
1 Ti 0.500 0.527 0.321  0.050
2 C 3.726 1.507 -1.497  -1.713
3 P 2.422 0.207 -1.479  1.430
4 C 1.659 0.792 -3.053  -0.284
5 N 2.197 0.436 -4.189  0.186
6 C 1.895 1.129 -5.304  0.277
7 C 2.380 0.717 -6.563  -0.788
8 C 2.168 1.515 -7.650  -0.578
9 C 1.488 2.752 -7.530  -0.613
10 C 0.971 3.157 -6.333  -0.417
11 C 1.133 2.333 -5.198  0.280
12 N 0.539 2.639 -4.030  -0.270
13 C 0.723 1.856 -2.997  -0.386
14 P -0.315 2.159 -1.512  1.263
15 C -0.143 3.963 -1.320  -1.655
16 C -2.069 1.748 -2.139  1.812
17 C -2.433 2.553 -3.386  -1.732
18 C -3.118 2.078 -1.057  -1.461
19 C -2.037 0.242 -2.435  -1.986
20 C 3.336 -1.403 -1.864  2.063
21 C 3.813 -1.988 -0.529  -2.031
22 C 4.549 -1.157 -2.764  -1.769
23 C 2.358 -2.360 -2.558  -1.741
24 H 4.157 1.542 -2.496  0.556
25 H 4.512 1.297 -0.773  0.435
26 H 3.283 2.478 -1.270  0.405
27 H 2.914 -0.221 -6.639  0.479
28 H 2.530 1.208 -8.622  0.429
29 H 1.375 3.372 -8.408  0.425
30 H 0.423 4.085 -6.240  0.480
31 H -0.222 4.420 -2.305  0.490
32 H 0.842 4.177 -0.904  0.450
33 H -0.896 4.374 -0.648  0.396
34 H -2.488 3.618 -3.154  0.449
35 H -3.421 2.232 -3.722  0.549
36 H -1.746 2.412 -4.209  0.317
37 H -2.799 2.891 -0.401  0.364
38 H -3.366 1.205 -0.458  0.082
39 H -4.037 2.404 -1.541  0.529
40 H -1.423 0.017 -3.310  0.340
41 H -3.047 -0.117 -2.641  0.466
42 H -1.652 -0.336 -1.589  0.487
43 H 4.523 -1.325 -0.028  0.353
44 H 4.333 -2.927 -0.723  0.589
45 H 2.987 -2.205 0.147  0.444
46 H 5.347 -0.624 -2.247  0.343
47 H 4.278 -0.627 -3.672  0.246
48 H 4.942 -2.134 -3.054  0.571
49 H 1.426 -2.481 -2.009  0.241
50 H 2.826 -3.342 -2.636  0.586
51 H 2.131 -2.017 -3.565  0.313
52 F -1.894 -5.473 4.259  -0.255
53 C -1.386 -4.596 3.425  0.688
54 C -2.156 -3.527 2.987  -0.046
55 F -3.394 -3.368 3.422  -0.271
56 C -1.617 -2.633 2.083  0.044
57 F -2.367 -1.622 1.656  -0.178
58 C -0.317 -2.767 1.600  0.275
59 S 0.342 -1.780 0.298  0.017
60 C 0.443 -3.829 2.080  0.169
61 F 1.699 -3.962 1.666  -0.328
62 C -0.077 -4.738 2.983  0.086
63 F 0.664 -5.738 3.421  -0.265
64 C 2.506 1.958 4.555  -1.355
65 Si 2.101 0.933 3.042  -0.193
66 C 1.844 -0.875 3.501  -0.782
67 C 3.444 1.182 1.731  -0.758
68 N 0.664 1.327 1.996  0.737
69 C -0.492 1.920 2.524  0.300
70 C -0.575 2.776 3.625  -0.778
71 C -1.804 3.264 4.039  -1.038
72 C -2.979 2.919 3.386  -0.743
73 C -2.934 2.078 2.281  -0.864
74 C -1.699 1.633 1.902  0.640
75 F -1.521 0.794 0.778  0.320
76 H 3.473 1.603 4.919  0.426
77 H 1.790 1.828 5.367  0.406
78 H 2.612 3.024 4.346  0.400
79 H 2.465 -1.143 4.359  0.549
80 H 2.112 -1.543 2.682  0.068
81 H 0.805 -1.061 3.782  0.294
82 H 4.396 1.455 2.189  0.565
83 H 3.161 1.992 1.057  0.318
84 H 3.613 0.263 1.162  -0.181
85 H 0.323 3.069 4.147  0.508
86 H -1.843 3.928 4.892  0.460
87 H -3.929 3.303 3.729  0.477
88 H -3.833 1.780 1.760  0.538

Output
Gap between HOMO and LUMO in eV: 6.686
Relative energy (zero: lowest compared OMol25 entry of this formula, charge and spin) in eV: 1.109
HOMO level in Eh: -0.51604
LUMO level in eV: -7.356
Charge: +2



# 6
Molecular formula: C3H4N2O2
Method: DFT, ωB97M-V with the def2-TZVPD basis set

Last column: natural (NBO) charge in e.
Geometry (Å):
1 C 0.127 0.580 0.353  0.063
2 C 1.449 -0.251 0.166  -0.090
3 C -0.990 -0.352 -0.381  0.376
4 N 1.550 -1.429 0.327  -0.164
5 N -1.645 -1.119 0.287  -0.277
6 O -0.789 -0.077 -1.708  -0.659
7 O -0.081 1.042 1.639  -0.657
8 H 0.151 1.408 -0.415  0.201
9 H 1.955 0.630 -0.157  0.228
10 H -1.249 -0.702 -2.175  0.489
11 H -0.478 0.269 2.065  0.491

Output
Gap between HOMO and LUMO (alpha / beta) in eV: 9.182 / 7.857
Relative energy (zero: lowest compared OMol25 entry of this formula, charge and spin) in eV: 6.564
HOMO level (alpha / beta) in Eh: -0.37337 / -0.34666
LUMO level (alpha / beta) in eV: -0.978 / -1.576



Calculated strongest force on any atom, 0.08238; 0.04098; 0.02144; 0.08168; 0.02343; 0.07633 Eh/bohr (same order as the records).